Record 1
{
  "formula": "C4H6FN3",
  "method": "ωB97M-V/def2-TZVPD",
  "species": ["H", "N", "C", "N", "N", "C", "C", "C", "F", "H", "H", "H", "H", "H"],
  "positions_angstrom": [[-0.30, 1.69, 3.73], [-1.24, 1.34, 3.25], [-1.15, 0.86, 2.03], [0.12, 0.85, 1.34], [0.36, 0.65, -0.06], [0.16, -0.66, -0.25], [0.42, -0.97, -1.69], [0.20, -2.19, -2.27], [0.94, 0.10, -2.31], [-1.74, 0.17, 1.49], [0.71, 1.73, 1.58], [0.23, -1.44, 0.68], [0.56, -2.06, -3.37], [-0.35, -3.10, -1.86]],
  "smiles": "[H]/N=C\\N/N=C/C(=C)F",
  "de_lowest_kcal_mol": 93.48,
  "charge": 0,
  "gap_ev": 8.764,
  "energy_ev": -11428.6373,
  "e_lumo_ev": -0.07
}

---

Record 2
{
  "formula": "C4H6ClFO",
  "method": "ωB97M-V/def2-TZVPD",
  "species": ["F", "C", "C", "O", "C", "C", "Cl", "H", "H", "H", "H", "H", "H"],
  "positions_angstrom": [[0.26, 3.44, -1.13], [0.18, 2.12, -0.96], [0.76, 1.54, 0.08], [0.73, 0.24, 0.35], [0.11, -0.54, -0.67], [0.10, -1.95, -0.16], [-1.00, -2.24, 1.28], [-0.38, 1.64, -1.76], [1.47, 2.07, 0.74], [0.74, -0.57, -1.53], [-0.85, -0.13, -0.98], [1.12, -2.11, 0.22], [-0.15, -2.67, -0.90]],
  "smiles": "F/C=C/OCCCl",
  "de_lowest_kcal_mol": 14.88,
  "charge": 0,
  "gap_ev": 9.903,
  "energy_ev": -21531.1964,
  "e_lumo_ev": 0.80
}

---

Record 3
{
  "formula": "C5H10NO",
  "method": "ωB97M-V/def2-TZVPD",
  "species": ["C", "C", "C", "C", "C", "N", "O", "H", "H", "H", "H", "H", "H", "H", "H", "H", "H"],
  "positions_angstrom": [[-0.96, 2.45, 0.17], [1.60, 0.06, 0.54], [0.11, -0.35, -1.59], [-0.83, -2.06, 1.11], [0.41, 0.44, -0.40], [-0.22, 1.48, -0.13], [-1.25, -0.91, 1.19], [-0.78, 3.48, -0.32], [1.35, -0.84, 1.16], [1.70, 0.88, 1.24], [2.43, 0.03, -0.17], [-0.81, -0.96, -1.25], [0.89, -1.02, -1.95], [-0.36, 0.08, -2.43], [-1.24, -2.75, 0.22], [-0.18, -2.47, 1.84], [-1.86, 2.45, 0.77]],
  "de_lowest_kcal_mol": 73.90,
  "charge": 1,
  "gap_ev": 9.898,
  "energy_ev": -8875.3757,
  "e_lumo_ev": -4.36
}

---

Record 4
{
  "formula": "C27H23F2N3O8S",
  "method": "ωB97M-V/def2-TZVPD",
  "species": ["O", "C", "F", "N", "C", "O", "F", "C", "C", "C", "C", "C", "C", "N", "C", "C", "C", "C", "C", "C", "C", "C", "C", "N", "C", "C", "S", "H", "H", "H", "H", "H", "H", "H", "H", "H", "H", "H", "C", "C", "C", "O", "C", "O", "O", "H", "H", "H", "H", "H", "H", "C", "C", "C", "O", "C", "O", "O", "H", "H", "H", "H", "H", "H"],
  "positions_angstrom": [[4.61, -5.82, 3.38], [5.59, -5.33, 3.89], [5.73, -5.32, 5.21], [6.62, -4.73, 3.11], [6.67, -5.38, 1.82], [7.12, -6.47, 1.63], [6.16, -4.67, 0.80], [6.37, -3.30, 2.87], [7.46, -2.56, 2.46], [7.30, -1.22, 2.19], [6.05, -0.66, 2.34], [4.95, -1.38, 2.76], [5.12, -2.74, 3.04], [3.66, -0.80, 2.89], [3.28, -0.03, 1.76], [4.13, 0.92, 1.20], [3.80, 1.68, 0.11], [2.55, 1.54, -0.50], [1.71, 0.59, 0.04], [2.04, -0.17, 1.15], [1.02, -1.16, 1.62], [0.69, -1.37, 2.96], [-0.30, -2.29, 3.25], [-0.97, -3.01, 2.37], [-0.65, -2.78, 1.11], [0.31, -1.90, 0.66], [5.74, 1.07, 1.98], [8.42, -3.06, 2.33], [8.15, -0.64, 1.84], [4.26, -3.31, 3.39], [3.02, -1.58, 3.02], [4.54, 2.39, -0.26], [2.30, 2.13, -1.37], [0.75, 0.43, -0.43], [1.20, -0.79, 3.74], [-0.56, -2.43, 4.30], [-1.20, -3.34, 0.35], [0.55, -1.72, -0.39], [-3.68, 2.42, -1.55], [-2.70, 2.02, -2.62], [-2.61, 0.54, -2.85], [-1.26, 0.38, -3.30], [-0.54, 1.40, -2.78], [0.65, 1.47, -2.80], [-1.35, 2.34, -2.23], [-4.66, 1.98, -1.73], [-3.32, 2.12, -0.56], [-3.80, 3.50, -1.52], [-2.91, 2.55, -3.55], [-3.31, 0.19, -3.61], [-2.74, -0.05, -1.94], [-9.35, 4.54, -2.36], [-8.37, 4.14, -3.43], [-8.28, 2.65, -3.66], [-6.93, 2.48, -4.11], [-6.21, 3.51, -3.59], [-5.02, 3.57, -3.61], [-7.02, 4.45, -3.04], [-10.33, 4.10, -2.54], [-9.00, 4.24, -1.37], [-9.46, 5.63, -2.34], [-8.58, 4.67, -4.36], [-8.98, 2.30, -4.42], [-8.43, 2.06, -2.75]],
  "smiles": "O=C(F)N(C(=O)F)c1ccc2c(c1)Nc1c(cccc1-c1ccncc1)S2.C[C@@H]1COC(=O)O1.C[C@@H]1COC(=O)O1",
  "charge": 0,
  "gap_ev": 8.406,
  "energy_ev": -65493.6397,
  "e_lumo_ev": 0.35
}